1.
Molecular formula: C45H32Cl2NO2P2STa
Method: DFT, ωB97M-V/def2-TZVPD

XYZ file:
```
86
Properties=species:S:1:pos:R:3:forces:R:3:mulliken_charge:R:1
Ta 0.85378 0.15348 0.47177 -0.08 -0.08 0.00 1.4269
O 0.51791 0.00092 2.40379 -0.16 -0.02 0.12 -0.5025
S -1.09566 -0.18678 2.29524 0.21 0.08 -0.09 1.2970
C -1.34219 -1.77304 2.95792 0.00 0.02 0.00 0.9524
C -1.78163 -2.09789 4.23259 -0.01 -0.02 0.02 -0.5294
C -1.83972 -3.44162 4.58148 0.00 0.02 0.01 -1.0399
C -1.42955 -4.41193 3.68206 0.01 -0.01 -0.02 -0.8496
C -0.93831 -4.06349 2.42157 -0.01 -0.03 0.01 -0.8291
C -0.89847 -2.73835 2.02551 0.02 0.01 -0.03 0.0731
P -0.17569 -2.31800 0.38130 0.04 0.00 0.00 1.3903
C 0.97844 -3.60913 -0.04907 0.03 0.02 0.01 0.4312
C 2.30274 -3.51484 0.39114 -0.01 0.01 0.01 -0.5403
C 3.17890 -4.56032 0.15526 0.00 -0.01 0.00 -0.9184
C 2.73878 -5.69512 -0.51731 0.00 0.00 -0.01 -0.6309
C 1.42162 -5.79294 -0.95155 0.01 0.00 0.00 -0.8555
C 0.53436 -4.75490 -0.71885 -0.04 -0.01 -0.01 -0.2270
C -1.53496 -2.26340 -0.79757 0.00 0.00 0.00 1.1328
C -1.26315 -2.48216 -2.15260 -0.01 0.00 -0.01 -0.4998
C -2.29680 -2.44794 -3.07443 0.00 -0.01 0.00 -0.9351
C -3.59680 -2.17940 -2.65727 0.00 0.00 0.01 -0.7370
C -3.86815 -1.95101 -1.31381 0.00 0.01 -0.01 -0.9193
C -2.84170 -1.99695 -0.38119 0.00 0.01 0.01 -0.7731
C -1.69765 1.27948 3.04880 -0.02 -0.01 0.03 0.8845
C -2.49866 1.33480 4.17561 0.00 0.01 0.01 -0.4222
C -2.89774 2.58419 4.64360 -0.01 0.00 0.01 -1.0933
C -2.49699 3.73898 3.99316 0.00 0.01 0.00 -0.8468
C -1.71744 3.66892 2.83915 0.00 -0.01 -0.01 -0.8431
C -1.30607 2.43962 2.34317 0.01 0.01 -0.02 -0.4894
P -0.42075 2.38660 0.75451 0.07 0.01 0.00 1.8811
C -1.16734 3.50915 -0.40162 -0.07 -0.02 0.04 0.9202
C -0.61684 4.77197 -0.63718 0.01 0.01 -0.02 -0.1464
C -1.30070 5.66334 -1.44954 0.00 -0.01 0.00 -0.8025
C -2.52129 5.30227 -2.00762 0.00 0.01 0.00 -0.6395
C -3.07524 4.04957 -1.75834 0.00 0.00 0.01 -0.9106
C -2.40340 3.14751 -0.95269 0.01 0.02 -0.01 -0.6211
C 1.36356 2.65847 0.92001 -0.03 -0.09 -0.03 -0.4392
C 2.07394 2.87884 -0.28343 0.05 0.05 0.01 -0.5388
C 3.45740 2.94221 -0.26190 -0.01 0.02 -0.01 -0.8234
C 4.14979 2.75054 0.93151 -0.01 0.01 -0.01 -0.6796
C 3.46127 2.51541 2.11678 -0.04 0.02 0.02 -0.9682
C 2.07212 2.47144 2.12272 0.04 0.04 0.00 0.0717
H -2.06138 -1.34847 4.95513 0.00 0.01 0.00 0.4371
H -2.19098 -3.72207 5.56546 0.00 0.00 0.00 0.4809
H -1.46990 -5.45595 3.96485 0.00 0.00 -0.01 0.4817
H -0.58000 -4.83904 1.75669 0.00 -0.01 0.01 0.5488
H 2.65393 -2.64145 0.92908 0.00 0.01 0.00 0.4153
H 4.20244 -4.49702 0.49916 0.00 0.00 0.00 0.4905
H 3.42613 -6.51032 -0.70154 0.00 0.00 0.00 0.4672
H 1.08462 -6.68116 -1.46888 0.00 0.00 0.00 0.4970
H -0.49195 -4.84199 -1.05447 0.02 -0.01 0.01 0.5639
H -0.25703 -2.71695 -2.48149 0.00 0.01 -0.01 0.6491
H -2.09480 -2.65547 -4.11728 0.00 0.00 0.00 0.5363
H -4.40398 -2.17284 -3.37812 0.00 0.00 0.00 0.4910
H -4.88433 -1.77191 -0.98859 0.00 0.00 0.00 0.5445
H -3.07970 -1.87788 0.66962 0.00 0.00 0.00 0.4793
H -2.83373 0.44598 4.68490 -0.01 0.00 0.00 0.3997
H -3.52642 2.64376 5.52228 0.00 0.00 0.00 0.4858
H -2.80583 4.70549 4.36959 0.00 0.00 0.00 0.4940
H -1.45080 4.58130 2.31903 0.00 0.00 -0.01 0.5860
H 0.32379 5.06680 -0.18854 0.00 0.01 0.00 0.4885
H -0.88662 6.64495 -1.63701 0.00 0.00 0.00 0.4915
H -3.05275 6.00772 -2.63296 0.00 0.00 0.00 0.4689
H -4.03501 3.78773 -2.18313 0.00 0.00 0.00 0.4980
H -2.85304 2.18471 -0.73025 0.00 -0.01 -0.01 0.4358
H 1.53489 3.05015 -1.20864 0.02 0.00 0.00 0.4961
H 3.99911 3.16490 -1.17266 -0.01 -0.01 0.00 0.5822
H 5.23071 2.80901 0.94111 0.00 0.00 0.01 0.5492
H 4.00280 2.39908 3.04651 0.00 -0.01 0.00 0.5307
H 1.53969 2.33521 3.05534 0.00 -0.04 0.00 0.5014
Cl 5.51402 -0.50043 -0.91349 0.02 -0.01 0.01 -0.1216
C 4.20736 -0.20369 -1.95533 -0.01 -0.01 -0.01 0.6254
C 4.40735 -0.06605 -3.34551 0.02 0.00 -0.01 -0.4932
C 3.35682 0.18624 -4.19149 0.02 -0.01 -0.04 0.4713
Cl 3.63208 0.34224 -5.86398 -0.01 0.00 0.02 -0.1375
C 2.02410 0.31639 -3.68254 -0.03 0.00 0.01 0.3163
C 0.87864 0.58108 -4.44510 0.01 0.00 0.02 -1.0521
C -0.35905 0.67315 -3.82403 0.01 0.00 -0.01 -1.5872
C -0.45835 0.50492 -2.45697 -0.03 0.01 -0.01 -0.2740
N 0.61470 0.26896 -1.67484 -0.04 -0.03 0.03 0.6567
C 1.84968 0.16449 -2.29657 0.05 0.02 -0.02 0.7486
C 2.93247 -0.08634 -1.45572 -0.03 0.02 0.02 -0.5405
O 2.57624 -0.21120 -0.13377 -0.01 0.01 -0.04 -0.4267
H 5.40960 -0.16400 -3.74197 0.00 0.00 0.01 0.5632
H 0.96550 0.70798 -5.51770 0.00 0.00 0.00 0.5490
H -1.25360 0.86966 -4.39786 0.00 0.00 0.00 0.6418
H -1.41912 0.55378 -1.96097 -0.01 0.01 0.01 0.5593
```
Forces are in eV/Å.

Summary:
Total charge: +4
Strongest force on any atom in eV Å⁻¹: 0.24
ΔE to the lowest compared entry with this formula, charge and spin in eV: 0.4547
Orbital gap in eV: 5.97
Total energy in Ha: -3996.18646


2.
Molecular formula: C45H33BrIMgN5O2P
Method: DFT, ωB97M-V/def2-TZVPD

XYZ file:
```
89
Properties=species:S:1:pos:R:3:forces:R:3:mulliken_charge:R:1
Mg -0.07258 -0.75045 0.37403 0.20 0.08 0.13 1.7817
C -2.98697 4.95829 3.04395 -0.01 -0.03 0.00 -0.5262
C -3.35347 3.63570 3.27147 0.04 0.02 -0.04 -0.8695
C -2.89701 2.63786 2.42628 -0.04 0.01 0.01 -0.1277
C -2.07811 2.94366 1.33593 0.01 -0.04 0.04 -0.0421
C -1.72161 4.26796 1.11290 0.01 0.09 0.04 -0.4041
C -2.17437 5.27050 1.96649 0.03 -0.06 -0.04 -0.7556
P -1.48650 1.56581 0.29438 -0.01 -0.01 -0.22 1.7820
C -0.67526 2.38804 -1.12856 -0.07 0.08 0.02 0.4036
C -1.33443 2.61155 -2.33472 -0.01 -0.03 -0.03 -0.3635
C -0.66640 3.18066 -3.41024 0.03 -0.03 0.01 -0.6909
C 0.67159 3.53013 -3.29451 -0.01 -0.01 0.02 -0.7342
C 1.33502 3.32906 -2.09038 -0.04 -0.03 0.01 -0.7417
C 0.66496 2.76258 -1.01434 0.02 0.03 -0.01 -0.4253
C -3.01563 0.87043 -0.41455 0.09 -0.12 0.05 -0.2349
C -4.12659 1.65632 -0.57750 -0.16 0.03 -0.02 -0.1882
C -5.30466 1.13732 -1.15489 0.07 0.06 0.04 -0.9810
C -5.34077 -0.16630 -1.55231 0.05 -0.05 0.01 -0.8086
C -4.21467 -1.01231 -1.38792 -0.05 -0.06 -0.04 1.3627
C -4.27440 -2.37081 -1.79384 -0.04 0.05 0.01 -0.9084
C -3.19568 -3.18155 -1.62556 0.11 0.05 0.04 -1.1345
C -2.00785 -2.66316 -1.04771 0.00 -0.02 -0.02 0.9280
C -1.85872 -1.35572 -0.62712 -0.34 0.10 -0.28 -0.6274
C -3.01738 -0.51107 -0.81327 0.20 0.07 0.14 -0.8454
H -3.34266 5.74092 3.70145 0.00 -0.01 -0.01 0.3978
H -4.00083 3.38609 4.10235 0.00 0.00 -0.01 0.4198
H -3.21912 1.61455 2.59126 0.00 0.00 -0.01 0.3523
H -1.09711 4.52795 0.26771 -0.01 0.00 0.00 0.4188
H -1.89500 6.29924 1.77814 0.00 -0.01 0.00 0.4345
H -2.36878 2.31385 -2.44614 0.00 0.01 0.00 0.3465
H -1.18914 3.33877 -4.34496 0.01 -0.01 0.01 0.4731
H 1.19356 3.96145 -4.13979 0.00 -0.01 0.02 0.4345
H 2.37601 3.60986 -1.99103 0.00 0.00 0.01 0.4723
H 1.19015 2.61527 -0.07668 -0.03 0.03 -0.04 0.5770
H -4.10954 2.69376 -0.26257 0.00 -0.02 -0.01 0.5254
H -6.16912 1.77656 -1.27961 0.01 0.00 0.01 0.4375
H -6.23986 -0.57851 -1.99693 0.03 0.00 0.00 0.4045
H -5.19063 -2.74583 -2.23565 0.01 0.02 0.01 0.3742
H -3.24255 -4.21889 -1.93507 0.03 0.01 0.01 0.4628
H -1.17786 -3.36083 -0.94490 0.00 0.01 0.00 0.3103
O 0.89025 -6.46764 5.38872 -0.08 -0.18 -0.02 -0.6185
N 0.50379 -5.32534 5.38169 0.20 0.38 -0.18 1.0445
O 0.11367 -4.71414 6.35402 -0.04 -0.07 0.07 -0.6075
C 0.57959 -4.58289 4.08430 -0.35 0.10 0.52 -0.5558
C 1.28171 -5.18344 3.12051 0.26 -0.12 -0.43 -0.6639
C 1.46816 -4.55126 1.84715 0.09 -0.26 0.20 1.6326
C 2.18961 -5.17031 0.81399 0.05 -0.15 0.04 -0.9979
C 2.33116 -4.52226 -0.37903 0.03 0.06 -0.12 -0.9633
C 1.75085 -3.25701 -0.52644 -0.07 0.10 0.06 -0.3396
N 1.07283 -2.64698 0.42955 -0.08 -0.32 0.30 0.3011
C 0.92558 -3.29347 1.61850 -0.15 0.41 -0.15 -1.1280
C 0.14724 -2.65588 2.67173 -0.02 0.25 -0.38 -0.1126
N -0.38977 -1.44300 2.37817 0.07 -0.29 0.30 0.1895
C -1.15823 -0.85339 3.27344 0.09 -0.02 -0.10 -0.4260
C -1.43740 -1.42425 4.51428 -0.08 0.14 -0.01 -0.9554
C -0.88705 -2.63298 4.83343 0.04 -0.16 0.10 -0.7177
C -0.05364 -3.29172 3.90421 0.01 -0.12 0.08 1.1463
H 1.71927 -6.15400 3.31232 -0.01 0.02 -0.03 0.5830
H 2.61608 -6.15339 0.97329 -0.01 0.02 0.00 0.4824
H 2.86831 -4.96410 -1.20614 0.00 0.01 0.01 0.5087
H 1.82471 -2.72684 -1.46891 0.00 -0.01 0.00 0.2815
H -1.56808 0.10983 2.99395 0.00 0.02 -0.01 0.1812
H -2.08325 -0.91031 5.21214 0.01 0.00 -0.02 0.5546
H -1.08783 -3.08453 5.79001 0.00 0.02 -0.03 0.5817
N 5.19027 2.59708 1.55713 -0.07 -0.05 -0.01 -0.4527
C 4.09043 1.84531 1.32104 0.16 0.10 0.02 0.9896
C 3.03482 1.78314 2.24412 -0.03 0.00 0.01 -0.8375
C 1.93991 1.00705 1.95696 -0.04 -0.06 -0.05 -0.5370
N 1.80677 0.28262 0.83419 -0.09 0.02 -0.13 0.0675
C 2.81917 0.34947 -0.04468 -0.09 -0.06 0.04 -0.8322
C 3.95545 1.09402 0.14364 0.01 0.01 0.00 -0.4693
H 5.26437 3.16059 2.38412 -0.01 -0.01 0.00 0.1933
H 5.92721 2.66364 0.87953 -0.01 0.00 0.00 0.1918
H 3.07315 2.34143 3.17065 0.00 -0.01 -0.02 0.3759
H 1.11117 0.96921 2.65541 0.00 -0.02 -0.02 0.2919
H 2.69202 -0.21348 -0.96288 -0.03 0.02 0.09 0.0466
H 4.72767 1.10386 -0.61502 -0.01 0.01 0.01 0.4534
Br -0.21841 0.40111 -6.30337 -0.10 0.02 0.04 -0.1544
C 1.51677 0.23692 -5.58599 0.09 0.02 -0.04 -0.0225
C 2.58303 0.58343 -6.40694 0.08 -0.01 0.05 -0.5369
C 3.88361 0.46691 -5.94310 -0.03 0.02 -0.05 -0.5616
C 4.12286 -0.00115 -4.65958 -0.03 -0.02 0.05 -0.8810
C 3.05669 -0.34646 -3.84352 0.07 0.05 -0.09 -0.0265
C 1.74669 -0.22704 -4.29694 0.10 0.05 -0.02 0.4760
I 0.19838 -0.75677 -3.00546 -0.10 -0.06 0.07 0.5506
H 2.38546 0.93862 -7.40907 0.01 0.00 0.01 0.4234
H 4.70747 0.73509 -6.59121 -0.01 0.00 0.01 0.3848
H 5.13725 -0.10462 -4.29516 -0.03 0.00 -0.01 0.4072
H 3.24424 -0.71940 -2.84434 0.02 -0.02 -0.08 0.3682
```
Forces are in eV/Å.

Summary:
Total charge: +1
Strongest force on any atom in eV Å⁻¹: 0.64
ΔE to the lowest compared entry with this formula, charge and spin in eV: 0.0000
Orbital gap in eV: 6.28
Total energy in Ha: -5571.90615